78
Properties=species:S:1:pos:R:3:forces:R:3:lowdin_charge:R:1 method="wB97M-V/def2-TZVPD" homo_energy_ev="-10.032 / -10.031" largest_force_ha_per_bohr=0.01916 charge=+1 e_tot_ha=-3190.01961 de_lowest_kcal_mol=2.1 molar_mass_g_mol=764.81 spin_multiplicity=1
Ru -0.703 -0.117 -0.046 -0.975 -0.068 -0.121 0.59
N 0.213 0.649 2.847 0.102 -0.222 -0.125 -0.11
P 0.951 1.008 1.335 0.311 0.611 0.227 0.94
C 1.154 2.824 1.413 0.177 -0.011 0.090 -0.32
C 0.128 3.631 0.924 -0.071 -0.036 0.028 -0.10
C 0.223 5.014 0.987 -0.014 -0.013 0.005 -0.06
C 1.343 5.606 1.549 0.028 0.001 0.018 -0.06
C 2.354 4.813 2.076 -0.040 0.023 -0.016 -0.06
C 2.259 3.433 2.012 0.016 -0.066 -0.021 -0.08
C 2.634 0.388 1.536 -0.037 -0.108 -0.049 -0.37
C 2.962 -0.595 2.464 -0.006 -0.003 0.040 -0.11
C 4.268 -1.059 2.555 -0.008 -0.004 -0.011 -0.07
C 5.245 -0.557 1.709 -0.011 -0.002 -0.014 -0.07
C 4.915 0.400 0.758 0.006 -0.010 0.009 -0.06
C 3.616 0.869 0.669 -0.042 -0.033 -0.057 -0.10
C -1.155 0.577 2.901 -0.020 0.093 -0.017 -0.39
C -1.845 0.584 4.121 0.043 0.043 -0.040 0.00
C -3.216 0.580 4.107 -0.065 0.005 0.000 -0.04
C -3.896 0.586 2.886 0.016 0.022 0.059 -0.05
C -3.155 0.542 1.736 0.050 0.036 -0.016 -0.10
N -1.805 0.511 1.724 0.013 -0.325 0.129 -0.04
H 0.718 0.753 3.714 -0.099 0.131 0.063 0.12
H -0.768 3.182 0.519 -0.015 -0.018 -0.080 0.09
H -0.578 5.626 0.594 -0.006 -0.007 -0.003 0.11
H 1.425 6.684 1.587 -0.002 -0.001 0.007 0.11
H 3.220 5.272 2.536 0.003 -0.003 -0.002 0.11
H 3.055 2.829 2.429 0.021 -0.008 -0.035 0.11
H 2.200 -1.016 3.108 0.003 0.027 0.012 0.08
H 4.519 -1.815 3.287 0.001 0.005 0.006 0.11
H 6.263 -0.916 1.785 0.000 -0.001 -0.002 0.11
H 5.672 0.785 0.088 -0.004 -0.006 -0.007 0.11
H 3.366 1.613 -0.078 0.003 0.022 0.014 0.11
H -1.289 0.599 5.048 0.006 0.023 -0.003 0.12
H -3.765 0.584 5.039 0.002 0.007 -0.001 0.12
H -4.974 0.615 2.837 -0.001 -0.011 -0.003 0.11
H -3.627 0.535 0.765 0.005 -0.043 0.001 0.10
F 0.572 5.317 -3.583 0.002 0.037 -0.013 0.14
C 0.624 4.048 -3.199 -0.025 -0.003 0.030 -0.13
C 1.684 3.241 -3.579 -0.002 -0.049 0.007 -0.13
F 2.650 3.744 -4.338 0.024 0.008 -0.019 0.14
C 1.741 1.921 -3.166 0.009 0.058 -0.029 -0.24
F 2.779 1.182 -3.554 0.026 -0.031 -0.003 0.10
C 0.757 1.358 -2.359 -0.105 -0.143 0.067 -0.51
S 0.838 -0.317 -1.820 0.187 -0.067 -0.067 0.65
C -0.279 2.202 -2.007 0.020 0.032 0.019 -0.24
F -1.282 1.728 -1.190 0.107 0.132 0.019 -0.07
C -0.375 3.519 -2.401 0.013 0.011 -0.064 -0.15
F -1.400 4.274 -2.011 -0.018 0.004 0.040 0.13
S -0.084 -1.994 1.181 0.088 -0.195 0.041 0.73
C 0.212 -3.379 0.196 0.058 0.023 0.193 -0.70
N 0.646 -4.478 0.822 -0.087 0.006 -0.015 0.02
C 0.902 -5.742 0.137 -0.027 0.026 0.000 -0.15
C 1.373 -5.438 -1.275 0.002 0.026 0.037 -0.15
C 0.327 -4.574 -1.956 0.007 0.006 -0.009 -0.15
N 0.037 -3.415 -1.113 -0.029 0.096 -0.149 0.03
H 0.703 -4.429 1.825 0.056 0.013 0.005 0.13
H -0.010 -6.344 0.115 0.022 -0.036 0.001 0.13
H 1.655 -6.288 0.701 0.015 0.019 0.000 0.13
H 1.527 -6.359 -1.832 -0.024 0.000 -0.006 0.13
H 2.320 -4.898 -1.232 0.019 -0.035 -0.021 0.13
H -0.591 -5.142 -2.126 0.000 0.003 -0.016 0.13
H 0.677 -4.201 -2.917 0.021 -0.006 0.006 0.13
H -0.285 -2.566 -1.556 0.101 0.117 0.093 0.02
C -4.542 -1.253 -1.354 0.090 -0.064 -0.045 -0.04
C -3.105 -1.083 -1.896 -0.297 0.308 0.186 -0.64
C -3.042 0.173 -2.761 0.066 -0.039 -0.048 -0.05
C -2.748 -2.321 -2.742 -0.043 0.001 0.032 -0.05
C -2.144 -1.120 -0.750 0.828 -0.375 -0.267 -0.20
H -5.190 -1.617 -2.153 -0.028 0.050 -0.002 0.09
H -4.946 -0.301 -1.007 0.011 -0.001 0.034 0.08
H -4.585 -1.971 -0.532 0.000 -0.027 -0.030 0.09
H -3.780 0.111 -3.562 0.009 -0.020 -0.013 0.10
H -2.055 0.289 -3.215 -0.015 -0.002 -0.001 0.08
H -3.261 1.066 -2.175 -0.046 -0.025 -0.033 0.08
H -3.330 -2.289 -3.664 0.029 -0.045 -0.011 0.10
H -2.987 -3.245 -2.213 0.015 -0.008 0.016 0.09
H -1.690 -2.330 -3.011 -0.016 0.068 -0.147 0.07
H -2.239 -2.098 -0.253 -0.447 0.084 0.100 0.03

74
Properties=species:S:1:pos:R:3:forces:R:3:lowdin_charge:R:1 method="wB97M-V/def2-TZVPD" homo_energy_ev="-10.175 / -10.198" largest_force_ha_per_bohr=0.01335 charge=+1 e_tot_ha=-3619.72529 de_lowest_kcal_mol=0.0 molar_mass_g_mol=824.08 spin_multiplicity=2 s2=0.76
Ir -1.922 -0.105 -0.090 0.003 0.530 0.236 0.59
S -1.376 -0.110 -2.408 0.295 -0.291 -0.321 0.35
P 0.523 -0.198 -1.615 -0.531 -0.214 -0.148 0.57
C -0.005 0.098 0.006 0.048 0.172 -0.141 -0.74
P 0.370 0.036 1.695 0.426 -0.362 -0.398 0.54
S -1.541 0.316 2.290 -0.184 0.009 0.476 0.36
C 1.695 1.146 2.176 -0.189 0.181 0.264 -0.33
C 2.097 2.174 1.328 0.065 -0.033 -0.023 -0.09
C 3.111 3.036 1.721 -0.008 -0.016 -0.023 -0.06
C 3.709 2.881 2.962 0.006 0.002 0.011 -0.06
C 3.305 1.861 3.815 -0.003 -0.004 -0.012 -0.06
C 2.302 0.991 3.424 -0.020 0.032 -0.007 -0.07
C 1.016 -1.596 2.126 -0.040 0.042 0.139 -0.35
C 0.208 -2.549 2.734 0.015 0.005 0.008 -0.12
C 0.700 -3.828 2.958 0.011 -0.008 0.000 -0.06
C 1.995 -4.150 2.579 -0.018 -0.003 0.006 -0.07
C 2.809 -3.194 1.982 0.011 0.026 -0.012 -0.07
C 2.323 -1.917 1.759 -0.011 -0.028 -0.002 -0.09
C 1.225 -1.837 -1.841 0.082 0.010 0.030 -0.34
C 0.741 -2.878 -1.049 0.013 -0.006 -0.024 -0.09
C 1.195 -4.168 -1.256 -0.003 0.003 0.007 -0.06
C 2.128 -4.426 -2.252 -0.003 -0.004 0.002 -0.06
C 2.601 -3.394 -3.051 -0.003 0.010 -0.002 -0.06
C 2.150 -2.098 -2.850 0.019 -0.012 0.010 -0.08
C 1.683 1.012 -2.250 -0.003 0.046 0.026 -0.35
C 1.210 2.117 -2.951 0.031 -0.010 -0.017 -0.09
C 2.089 3.128 -3.313 -0.002 -0.008 -0.006 -0.06
C 3.429 3.037 -2.968 -0.002 0.008 -0.009 -0.06
C 3.902 1.936 -2.264 0.003 -0.017 0.012 -0.06
C 3.032 0.921 -1.903 -0.011 0.040 0.003 -0.10
H 1.631 2.293 0.360 -0.012 -0.004 -0.006 0.08
H 3.429 3.827 1.055 0.005 0.002 0.005 0.11
H 4.497 3.557 3.269 -0.001 0.001 -0.001 0.11
H 3.775 1.743 4.782 -0.001 -0.001 0.000 0.11
H 1.996 0.187 4.083 -0.003 -0.002 0.001 0.12
H -0.796 -2.281 3.038 0.001 -0.002 -0.006 0.04
H 0.074 -4.569 3.438 -0.001 0.003 0.001 0.11
H 2.378 -5.147 2.758 0.001 0.000 -0.003 0.11
H 3.821 -3.445 1.694 -0.001 0.000 -0.001 0.11
H 2.961 -1.170 1.300 0.005 0.001 -0.003 0.11
H 0.007 -2.682 -0.276 -0.007 0.000 -0.005 0.08
H 0.821 -4.973 -0.636 0.003 -0.003 -0.004 0.11
H 2.484 -5.435 -2.411 -0.001 0.000 0.000 0.11
H 3.319 -3.598 -3.834 0.000 0.000 0.001 0.11
H 2.515 -1.299 -3.482 -0.002 0.005 0.000 0.11
H 0.160 2.177 -3.211 0.002 0.000 -0.002 0.08
H 1.727 3.985 -3.865 -0.002 -0.001 0.000 0.11
H 4.113 3.827 -3.252 -0.001 0.000 0.003 0.11
H 4.948 1.869 -1.997 0.000 -0.001 -0.004 0.11
H 3.400 0.062 -1.353 0.003 -0.001 0.002 0.11
S -2.945 -2.696 1.282 -0.139 -0.083 -0.228 0.70
C -4.218 -1.893 0.616 0.177 -0.006 -0.176 -0.83
N -5.523 -2.261 0.838 -0.046 0.041 -0.042 0.08
C -6.578 -1.723 0.191 0.064 -0.033 0.009 -0.03
C -6.368 -0.741 -0.724 0.052 -0.005 -0.002 -0.01
C -5.039 -0.304 -0.881 -0.196 0.026 -0.051 -0.09
N -4.024 -0.812 -0.229 0.140 0.017 0.516 -0.11
H -5.659 -3.018 1.494 0.017 -0.009 0.003 0.15
H -7.548 -2.124 0.445 -0.016 0.023 -0.016 0.14
H -7.176 -0.291 -1.275 -0.007 -0.010 0.000 0.12
H -4.811 0.507 -1.560 0.023 0.050 0.014 0.10
C -3.081 2.758 -1.878 0.024 0.023 -0.036 -0.23
Si -2.428 2.228 -0.195 0.002 -0.138 -0.100 0.35
C -0.963 3.343 0.114 -0.009 -0.045 0.046 -0.20
C -3.783 2.542 1.064 -0.045 0.052 -0.052 -0.23
H -3.490 3.768 -1.777 0.012 0.007 0.009 0.04
H -3.862 2.138 -2.317 -0.002 -0.033 0.009 0.01
H -2.264 2.794 -2.599 -0.020 0.013 -0.017 0.01
H -1.265 4.385 -0.022 -0.021 -0.003 0.008 0.05
H -0.179 3.124 -0.614 0.014 0.050 0.008 0.01
H -0.556 3.235 1.119 0.011 -0.017 0.000 0.02
H -4.127 3.576 0.964 -0.004 -0.008 -0.009 0.04
H -3.432 2.400 2.085 -0.004 -0.009 0.016 0.00
H -4.648 1.895 0.904 -0.017 0.001 0.030 0.01

78
Properties=species:S:1:pos:R:3:forces:R:3:lowdin_charge:R:1 method="wB97M-V/def2-TZVPD" homo_energy_ev=-3.574 largest_force_ha_per_bohr=0.05154 charge=-1 e_tot_ha=-2921.66915 de_lowest_kcal_mol=21.1 molar_mass_g_mol=650.83 spin_multiplicity=1
K 0.342 0.371 0.157 -2.231 -1.333 -0.519 0.73
C 0.317 3.107 -3.247 -0.414 -0.118 -0.017 -0.11
O 1.674 3.333 -3.546 0.622 -0.237 0.302 -0.11
C 2.576 3.294 -2.476 -0.235 0.187 -0.326 -0.20
C 3.611 4.204 -2.548 -0.112 -0.121 -0.072 -0.05
C 4.602 4.238 -1.574 0.173 0.147 -0.041 -0.14
C 4.498 3.381 -0.504 0.083 0.036 0.081 -0.09
C 3.451 2.468 -0.378 -0.077 0.505 -0.657 -0.15
C 3.408 1.711 0.839 0.107 -0.341 0.732 -0.11
N 2.427 0.982 1.208 0.465 0.563 0.115 -0.11
N 2.569 0.315 2.389 0.886 -0.274 0.461 0.03
C 1.451 -0.122 2.929 0.412 0.490 -0.081 -0.54
O 0.266 0.125 2.585 -0.467 -0.063 0.609 -0.17
C 1.740 -1.023 4.089 -0.004 -0.315 0.278 -0.14
C 0.845 -2.026 4.444 -0.100 0.215 -0.180 -0.03
C 1.157 -2.932 5.443 -0.010 -0.212 0.132 -0.11
C 2.366 -2.843 6.115 -0.045 -0.102 0.062 -0.12
C 3.254 -1.830 5.787 0.088 -0.070 0.133 -0.11
C 2.944 -0.930 4.785 0.029 0.063 -0.009 -0.04
C 2.465 2.342 -1.412 0.324 0.200 -0.157 -0.32
O 1.569 1.429 -1.399 0.663 0.902 -0.915 -0.29
H -0.235 3.339 -4.161 0.012 0.067 0.065 0.08
H -0.031 3.760 -2.436 0.020 -0.028 -0.029 0.10
H 0.136 2.072 -2.954 -0.059 0.145 -0.007 0.07
H 3.643 4.880 -3.393 -0.064 0.005 -0.057 0.10
H 5.428 4.935 -1.649 -0.017 0.020 -0.005 0.08
H 5.240 3.419 0.285 0.058 -0.014 0.078 0.09
H 4.276 1.841 1.504 -0.150 -0.193 0.015 0.11
H -0.089 -2.085 3.905 -0.114 -0.003 -0.054 0.11
H 0.464 -3.725 5.697 -0.045 0.016 -0.024 0.09
H 2.618 -3.563 6.886 -0.019 0.020 0.007 0.09
H 4.199 -1.759 6.314 0.017 0.065 -0.013 0.09
H 3.632 -0.148 4.504 0.063 0.025 -0.031 0.10
C -4.398 -3.816 0.011 -0.351 0.259 0.017 -0.08
N -3.059 -4.321 0.026 0.665 0.013 -0.033 -0.15
C -2.648 -5.623 0.016 0.459 -0.396 -0.012 -0.06
C -1.301 -5.633 0.045 -0.301 -0.452 0.014 -0.05
N -0.857 -4.319 0.076 -1.047 -0.022 -0.106 0.02
C -1.967 -3.490 0.070 -0.266 0.384 0.055 -0.71
S -2.137 -1.862 0.145 -0.197 0.683 0.013 0.73
C 0.477 -3.916 0.136 1.140 0.357 0.073 -0.25
C 1.509 -4.858 0.193 -0.308 -0.003 -0.027 -0.01
C 2.805 -4.402 0.333 0.000 0.216 0.008 -0.07
C 3.047 -3.039 0.397 -0.008 -0.086 -0.056 -0.04
C 1.959 -2.189 0.266 0.509 -0.222 0.161 -0.15
N 0.717 -2.615 0.148 -0.429 -0.288 -0.049 0.12
H -5.104 -4.643 0.003 0.055 -0.114 -0.007 0.09
H -4.544 -3.184 -0.866 -0.035 -0.033 0.029 0.08
H -4.559 -3.188 0.888 -0.051 -0.036 -0.035 0.08
H -3.341 -6.439 -0.011 -0.073 -0.168 -0.010 0.11
H -0.639 -6.471 0.059 0.087 -0.095 -0.025 0.10
H 1.318 -5.916 0.134 -0.025 -0.105 0.027 0.09
H 3.617 -5.112 0.392 0.063 -0.053 0.028 0.10
H 4.040 -2.646 0.540 0.052 0.080 -0.022 0.11
H 2.099 -1.120 0.266 0.394 -0.016 0.036 0.05
N -1.321 2.602 1.768 0.318 -0.017 0.340 0.15
C -2.290 2.458 0.832 -0.538 0.356 -0.263 -0.38
C -3.475 3.223 0.884 0.003 0.006 0.043 -0.03
C -4.398 3.093 -0.128 0.167 -0.097 0.070 -0.10
C -4.143 2.203 -1.165 -0.062 -0.058 -0.122 -0.09
C -2.957 1.492 -1.129 -0.456 0.084 -0.225 -0.16
N -2.057 1.616 -0.173 0.332 -0.005 0.351 0.05
H -1.576 3.054 2.631 0.051 -0.076 -0.074 0.10
H -0.636 1.857 1.870 -0.101 0.006 0.342 0.04
H -3.647 3.901 1.707 0.030 0.052 0.076 0.10
H -5.313 3.673 -0.114 0.007 0.006 0.034 0.10
H -4.851 2.060 -1.964 -0.036 -0.032 -0.134 0.09
H -2.712 0.777 -1.902 -0.010 -0.098 -0.144 0.11
C 2.068 -0.880 -3.118 0.076 -0.055 0.373 -0.01
C 0.780 -1.209 -3.774 -0.109 -0.083 -0.415 -0.50
C 0.633 -0.650 -5.177 -0.335 -0.070 0.112 -0.02
O -0.103 -1.853 -3.250 0.017 -0.030 0.001 0.05
H 2.856 -0.683 -3.838 0.145 -0.046 -0.070 0.09
H 2.357 -1.637 -2.391 0.029 -0.127 -0.087 0.08
H 1.898 0.049 -2.542 0.088 -0.016 -0.124 0.07
H 1.270 -1.224 -5.851 0.117 0.004 -0.035 0.08
H 0.964 0.384 -5.193 0.094 0.161 -0.062 0.08
H -0.396 -0.720 -5.522 -0.021 -0.021 0.060 0.08